#a
ORCA calculation (wB97M-V/def2-TZVPD) on a 2-piece molecular cluster, C2H3NOS overall.

Each line ends with the natural charge from an NBO analysis.
CARTESIAN COORDINATES (ANGSTROEM)
C (1.694, -0.220, -0.019)  0.8603
C (-1.877, 0.220, 0.570)  -0.4777
N (2.259, -0.149, -1.055)  -0.7620
O (1.342, -0.457, 1.085)  -0.5440
S (-1.744, -0.623, -0.740)  0.1036
H (-2.000, -0.214, 1.548)  0.1886
H (-2.135, 1.306, 0.583)  0.1860
H (2.462, 0.137, -1.973)  0.4452

Net charge: 0
SMILES: N=C=O.C=S
LUMO energy (eV): -0.255
2S+1: 1


#b
ORCA calculation (wB97M-V/def2-TZVPD) on one molecule with the formula C2H3NOS.

Each line ends with the natural charge from an NBO analysis.
CARTESIAN COORDINATES (ANGSTROEM)
C (2.075, -0.355, -0.254)  0.4123
C (-1.160, 0.134, 0.055)  -0.4421
N (0.061, 0.543, 0.687)  -0.7734
O (2.225, -1.477, 0.001)  -0.3992
S (1.273, 1.088, -0.211)  0.6347
H (-1.756, -0.354, 0.825)  0.2096
H (-1.714, 0.993, -0.339)  0.1812
H (-1.003, -0.573, -0.765)  0.1769

Net charge: 0
LUMO energy (spin up / spin down) (eV): -0.691 / -0.691
2S+1: 1


Most stable to least stable: #a, #b


#a
ORCA calculation (wB97M-V/def2-TZVPD) on one molecule with the formula C4H10ClP.

Each line ends with the natural charge from an NBO analysis.
CARTESIAN COORDINATES (ANGSTROEM)
C (-0.187, -1.715, -0.979)  -0.6454
C (-0.392, -1.080, 0.526)  -0.4235
C (0.678, 0.096, 0.926)  -0.4201
C (0.864, 1.277, -0.195)  -0.7171
P (-0.671, 2.441, -0.369)  0.5228
Cl (-2.412, 1.354, -0.950)  -0.3054
H (-0.865, -2.693, -1.047)  0.2222
H (-0.444, -0.974, -1.855)  0.2221
H (0.932, -2.125, -1.029)  0.2082
H (-0.200, -1.980, 1.286)  0.2088
H (-1.520, -0.754, 0.731)  0.2228
H (0.305, 0.638, 1.922)  0.2153
H (1.756, -0.369, 1.107)  0.2102
H (1.741, 1.979, 0.206)  0.2504
H (1.239, 0.893, -1.252)  0.2488
H (-0.824, 3.011, 0.972)  -0.0198

Net charge: 0
SMILES: CCCCPCl
LUMO energy (eV): 0.570
2S+1: 1


#b
ORCA calculation (wB97M-V/def2-TZVPD) on one molecule with the formula C4H10ClP.

Each line ends with the natural charge from an NBO analysis.
CARTESIAN COORDINATES (ANGSTROEM)
C (2.362, -1.887, -0.420)  -0.7919
C (-0.957, 1.657, -0.796)  -0.7097
C (-1.873, -0.002, 0.971)  -0.3975
C (-0.722, 0.804, 0.346)  -0.3271
P (0.988, -0.226, 0.344)  0.6601
Cl (-2.839, -1.071, -0.275)  -0.1974
H (2.819, -1.725, 0.560)  0.2207
H (1.806, -2.745, -0.865)  0.2445
H (2.838, -1.227, -1.173)  0.2102
H (-0.139, 1.738, -1.575)  0.2303
H (-0.969, 2.683, -0.542)  0.2335
H (-1.914, 1.289, -1.426)  0.2079
H (-1.752, -0.659, 1.852)  0.2284
H (-2.609, 0.825, 1.289)  0.2288
H (1.192, -0.265, 1.680)  -0.0152
H (1.770, 0.813, 0.030)  -0.0255

Net charge: 0
SMILES: C[PH2]=C(C)CCl
LUMO energy (spin up / spin down) (eV): -0.177 / -0.177
2S+1: 1


Most stable to least stable: #a, #b


#a
ORCA calculation (wB97M-V/def2-TZVPD) on one molecule with the formula C6H12N2O3.

Each line ends with the natural charge from an NBO analysis.
CARTESIAN COORDINATES (ANGSTROEM)
C (1.373, -0.674, 0.805)  -0.1135
C (0.416, -0.405, -0.394)  -0.2223
C (-0.069, 1.135, -0.491)  -0.4143
C (-1.361, 1.425, 0.213)  -0.2515
C (-2.060, -0.698, 0.309)  -0.2469
C (-0.860, -1.231, -0.393)  -0.4538
H (0.811, -0.551, 1.711)  0.1970
H (1.588, -1.749, 0.854)  0.2138
H (1.122, -0.545, -1.332)  0.2213
H (-0.422, 1.329, -1.612)  0.2129
H (0.753, 1.772, -0.179)  0.2278
H (-1.493, 2.473, 0.148)  0.2098
H (-1.215, 0.983, 1.229)  0.1661
H (-3.362, 0.903, -0.167)  0.3643
H (-1.830, -0.549, 1.418)  0.1616
H (-2.930, -1.425, 0.304)  0.2103
H (-1.127, -0.923, -1.550)  0.2410
H (-0.675, -2.363, -0.305)  0.2232
N (3.567, 0.132, -0.070)  0.7273
N (-2.457, 0.506, -0.435)  -0.6227
O (3.593, -0.960, -0.628)  -0.3654
O (4.290, 1.088, -0.141)  -0.3026
O (2.350, 0.327, 0.707)  -0.3834

Net charge: 0
SMILES: O=[N+]([O-])OCC1CCNCC1
LUMO energy (eV): 0.147
2S+1: 1


#b
ORCA calculation (wB97M-V/def2-TZVPD) on a 2-piece molecular cluster, C6H12N2O3 overall.

Each line ends with the natural charge from an NBO analysis.
CARTESIAN COORDINATES (ANGSTROEM)
C (1.453, -0.390, -1.065)  0.5873
C (-1.037, -0.301, -1.566)  0.6283
C (-0.131, 1.821, 0.363)  -0.4388
C (-1.518, 0.017, 1.225)  -0.4408
C (0.815, -0.024, 1.625)  -0.4379
C (-0.005, -0.286, -0.583)  0.1475
N (1.428, -1.200, -2.096)  -0.8012
N (-0.232, 0.384, 0.671)  -0.2747
O (-1.896, 0.594, -1.451)  -0.7024
O (2.396, 0.206, -0.573)  -0.6516
O (-1.039, -1.200, -2.413)  -0.6864
H (0.942, 2.013, 0.049)  0.2434
H (-0.806, 1.904, -0.436)  0.2753
H (-0.356, 2.513, 1.220)  0.2205
H (-1.441, -1.056, 1.207)  0.2076
H (-1.450, 0.316, 2.237)  0.2137
H (-2.443, 0.147, 0.542)  0.3067
H (0.730, 0.702, 2.404)  0.2055
H (0.687, -1.065, 1.982)  0.2307
H (1.764, 0.182, 1.146)  0.2863
H (-0.579, -2.512, 0.917)  0.0140
H (0.538, -1.599, -2.581)  0.4710
H (2.182, -1.166, -2.827)  0.3960

Net charge: 0
LUMO energy (spin up / spin down) (eV): -1.495 / -1.566
2S+1: 1


Most stable to least stable: #b, #a


#a
ORCA calculation (wB97M-V/def2-TZVPD) on H21O11 as an isolated structure.

Each line ends with the natural charge from an NBO analysis.
CARTESIAN COORDINATES (ANGSTROEM)
O (0.297, 0.327, -5.196)  -0.9673
H (1.026, 0.433, -4.576)  0.4676
H (-0.363, -0.061, -4.582)  0.4833
O (-3.168, 0.327, 1.369)  -1.0474
H (-3.490, -0.579, 1.321)  0.4529
H (-2.147, 0.165, 1.365)  0.5057
O (0.930, -0.951, -0.198)  -1.1123
H (1.152, -3.750, -1.098)  0.4666
H (0.109, -0.557, 0.528)  0.4846
O (-1.414, 2.822, 1.924)  -0.9776
H (-1.747, 2.373, 1.145)  0.4946
H (-1.919, 2.571, 2.698)  0.4838
O (-0.976, -2.831, 1.579)  -0.9843
H (-0.545, -1.949, 1.498)  0.5035
H (-1.581, -2.725, 2.313)  0.4500
O (-0.718, -0.150, 1.414)  -1.1518
H (-0.025, 0.150, 2.003)  0.4740
H (2.343, -1.177, 1.460)  0.4995
O (2.960, -1.012, 2.170)  -0.9846
H (2.801, -0.103, 2.451)  0.4722
O (0.769, -3.196, -1.779)  -0.9975
H (0.847, -0.237, -0.841)  0.4580
H (0.613, -2.354, -1.297)  0.4960
O (-0.416, -0.070, -2.727)  -0.9577
H (-1.346, 0.146, -2.599)  0.4748
H (-0.425, -0.976, -2.384)  0.4980
O (1.598, 1.279, 2.440)  -0.9653
H (1.670, 1.285, 3.400)  0.4733
H (0.994, 1.988, 2.184)  0.5072
O (0.308, 3.343, -1.317)  -0.9347
H (-0.230, 2.876, -1.969)  0.4654
H (0.085, 2.821, -0.535)  0.4696

Net charge: -1
LUMO energy (eV): 2.775
2S+1: 1


#b
ORCA calculation (wB97M-V/def2-TZVPD) on a 11-piece molecular cluster, H21O11 overall.

Each line ends with the natural charge from an NBO analysis.
CARTESIAN COORDINATES (ANGSTROEM)
O (-3.109, -1.769, 3.360)  -0.9900
H (-2.287, -1.773, 2.770)  0.5104
H (-3.671, -1.181, 2.883)  0.4538
O (-0.037, -0.679, -0.715)  -1.2113
H (-0.303, 0.024, -1.227)  0.4290
H (0.899, -0.408, 0.289)  0.5026
O (1.840, 3.323, -2.602)  -0.9827
H (-2.410, 0.627, -1.433)  0.4597
H (-2.561, 1.359, -4.045)  0.4640
O (-1.100, -1.315, 1.518)  -1.0509
H (-0.422, -0.598, 1.735)  0.5020
H (2.052, 2.575, 1.488)  0.4438
O (1.168, -2.714, 1.896)  -0.9848
H (1.130, 2.906, 0.323)  0.4471
H (-1.066, -1.193, 0.532)  0.4937
O (-2.162, 0.624, -4.312)  -0.9526
H (-1.822, 0.033, -3.664)  0.4888
H (1.665, -0.520, 1.613)  0.4568
O (1.145, 0.085, 1.254)  -1.0613
H (0.942, 3.387, -2.196)  0.5057
O (-2.798, -0.001, -0.956)  -0.9842
H (2.297, 2.535, -2.485)  0.4733
H (-2.291, -0.655, -0.349)  0.5148
O (1.550, -3.060, -0.936)  -0.9738
H (2.484, -2.756, -0.807)  0.4727
H (1.120, -2.503, -1.649)  0.5072
O (0.835, 2.525, -0.485)  -0.9844
H (0.623, -2.013, 2.253)  0.4702
H (0.705, 1.528, -0.092)  0.5262
O (1.997, 2.477, 2.386)  -0.9233
H (0.837, -2.724, 0.962)  0.5004
H (2.750, 1.856, 2.690)  0.4771

Net charge: -1
LUMO energy (eV): 2.855
2S+1: 1


Most stable to least stable: #a, #b


#a
ORCA calculation (wB97M-V/def2-TZVPD) on a 11-piece molecular cluster, H21O11 overall.

Each line ends with the natural charge from an NBO analysis.
CARTESIAN COORDINATES (ANGSTROEM)
O (0.543, 0.631, -4.367)  -0.9855
H (0.626, 0.826, -3.423)  0.5037
H (0.715, -0.340, -4.259)  0.4478
O (0.364, 4.348, 2.544)  -0.9247
H (1.134, 3.995, 2.030)  0.4632
H (-0.107, 3.522, 2.423)  0.4626
O (-2.993, -0.327, -0.589)  -0.9768
H (-0.226, 2.998, -2.414)  0.4687
H (-0.814, -2.507, -1.451)  0.5018
O (-0.289, -0.337, 0.258)  -1.1014
H (0.126, -0.772, 0.910)  0.4559
H (-2.176, 0.410, 3.265)  0.4552
O (-1.900, -3.313, 1.621)  -0.9764
H (1.689, 1.336, -0.073)  0.5052
H (0.325, -0.040, -0.630)  0.4983
O (-0.900, -3.466, -1.236)  -0.9639
H (-1.147, -3.883, -2.040)  0.4615
H (1.731, -0.163, -1.984)  0.4498
O (0.960, 0.425, -1.749)  -1.2339
H (-2.144, 0.228, -0.452)  0.5098
O (-0.694, 2.759, -1.632)  -0.9862
H (-3.070, -0.828, 0.236)  0.4579
H (-0.420, 1.806, -1.352)  0.5112
O (4.257, -1.183, 1.344)  -0.9588
H (4.633, -1.699, 0.636)  0.4627
H (3.491, -0.702, 1.027)  0.4958
O (1.971, 1.278, 0.885)  -0.9703
H (-2.704, -2.815, 1.438)  0.4783
H (1.236, 2.003, 1.053)  0.4456
O (-1.715, -0.349, 3.034)  -0.9155
H (-1.155, -3.199, 1.079)  0.4974
H (-1.346, -0.643, 3.865)  0.4612

Net charge: -1
LUMO energy (eV): 2.728
2S+1: 1


#b
ORCA calculation (wB97M-V/def2-TZVPD) on a 11-piece molecular cluster, H21O11 overall.

Each line ends with the natural charge from an NBO analysis.
CARTESIAN COORDINATES (ANGSTROEM)
O (12.850, 9.743, -22.151)  -1.3231
H (12.757, 10.365, -21.375)  0.4648
O (14.037, 7.611, -20.697)  -0.9478
H (13.221, 7.171, -20.359)  0.4441
H (13.658, 8.386, -21.091)  0.4816
O (14.822, 8.342, -23.536)  -0.9806
H (15.510, 8.988, -23.384)  0.4740
H (14.000, 8.537, -23.008)  0.5109
O (13.386, 9.859, -25.499)  -0.9682
H (13.798, 9.519, -24.650)  0.4931
H (14.137, 9.923, -26.076)  0.4506
O (13.207, 12.356, -23.306)  -0.9912
H (13.293, 11.522, -22.868)  0.4967
H (12.417, 12.165, -23.813)  0.4950
O (12.247, 11.478, -19.532)  -0.9686
H (11.437, 11.013, -19.429)  0.4909
H (12.171, 12.212, -20.195)  0.4778
O (10.246, 10.474, -23.044)  -0.9569
H (11.059, 10.042, -22.880)  0.4886
H (10.010, 10.891, -22.207)  0.4538
O (15.212, 10.548, -20.674)  -0.9778
H (14.504, 10.123, -21.118)  0.4728
H (15.029, 11.477, -20.612)  0.4822
O (14.381, 13.261, -20.988)  -0.9745
H (14.737, 14.107, -21.242)  0.4736
H (13.918, 12.897, -21.705)  0.4941
O (11.624, 7.711, -23.501)  -0.9648
H (12.085, 8.510, -23.215)  0.4896
H (11.708, 7.023, -22.812)  0.4606
O (11.093, 9.196, -20.245)  -0.9928
H (11.629, 9.353, -21.046)  0.4932
H (11.763, 8.789, -19.687)  0.4583

Net charge: -1
LUMO energy (eV): 3.069
2S+1: 1


Most stable to least stable: #b, #a


#a
ORCA calculation (wB97M-V/def2-TZVPD) on a 2-piece molecular cluster, C2H8N4O overall.

Each line ends with the natural charge from an NBO analysis.
CARTESIAN COORDINATES (ANGSTROEM)
N (2.601, -0.655, 0.644)  -0.8087
C (1.959, 0.371, 1.320)  0.2931
N (0.691, 0.318, 1.576)  -0.7636
H (2.125, -1.523, 0.582)  0.3987
H (3.607, -0.672, 0.640)  0.3926
H (2.579, 1.184, 1.624)  0.1587
H (0.458, 1.153, 2.137)  0.3500
N (-0.893, 0.802, -1.024)  -0.8812
C (-1.915, 0.022, -1.560)  0.7767
N (-2.755, -0.544, -0.618)  -0.8501
O (-2.035, -0.187, -2.766)  -0.6596
H (-0.438, 0.572, -0.130)  0.4152
H (-0.276, 1.133, -1.769)  0.3937
H (-3.354, -1.281, -0.969)  0.3977
H (-2.353, -0.695, 0.315)  0.3867

Net charge: 0
SMILES: [H]/N=C/N.NC(N)=O
LUMO energy (eV): 0.631
2S+1: 1


#b
ORCA calculation (wB97M-V/def2-TZVPD) on a 2-piece molecular cluster, C2H8N4O overall.

Each line ends with the natural charge from an NBO analysis.
CARTESIAN COORDINATES (ANGSTROEM)
C (0.131, 0.142, 0.489)  -0.3406
C (1.250, 0.993, -0.126)  -0.0513
N (-2.415, 0.929, 0.023)  -0.3680
N (-2.532, -0.124, -0.489)  -0.0035
N (-0.368, -2.084, 0.070)  -0.5879
N (-0.322, -0.840, -0.409)  -0.1961
O (2.425, 0.253, -0.330)  -0.7180
H (0.454, -0.278, 1.455)  0.1705
H (-0.727, 0.845, 0.677)  0.2294
H (1.517, 1.803, 0.555)  0.1771
H (0.886, 1.421, -1.072)  0.1618
H (-3.186, 1.613, 0.053)  0.3404
H (-0.914, -2.711, -0.503)  0.3752
H (-0.473, -2.215, 1.076)  0.3415
H (2.206, -0.485, -0.911)  0.4696

Net charge: 0
LUMO energy (spin up / spin down) (eV): 0.890 / 0.698
2S+1: 1


Most stable to least stable: #a, #b